1.
Computed, not measured: a structure of composition C17H19N5O5PPtSbSe4, with ωB97M-V/def2-TZVPD.

Element x y z (Å)
1 Pt -0.07230 -0.19427 -0.47086
2 N -2.43704 0.64229 2.98321
3 C -2.27628 0.93171 1.68394
4 N -1.18049 0.36380 1.26613
5 C -0.69083 -0.29094 2.35396
6 N -1.43290 -0.15004 3.43362
7 C 0.54374 -1.04996 2.21162
8 C 1.21206 -1.63670 3.26331
9 N 2.37480 -2.27326 3.09710
10 C 2.85372 -2.29243 1.86203
11 C 2.19603 -1.73002 0.76479
12 N 1.03048 -1.11630 0.94059
13 H -3.17867 0.91557 3.60055
14 H -2.92689 1.55696 1.09649
15 H 0.80289 -1.58286 4.26379
16 H 3.80963 -2.76915 1.68379
17 H 2.63323 -1.77222 -0.22651
18 C 1.69918 4.57474 0.11798
19 P 2.03438 2.88891 0.70415
20 C 2.65726 2.01789 -0.71334
21 C 3.44731 3.06354 1.83644
22 O 0.85282 2.31640 1.41486
23 H 2.59102 5.02336 -0.32130
24 H 1.33726 5.19281 0.94037
25 H 0.92858 4.50206 -0.65154
26 H 3.51172 2.53707 -1.15397
27 H 1.88306 1.94506 -1.47935
28 H 2.99508 1.00870 -0.45965
29 H 4.28508 3.56239 1.34746
30 H 3.76728 2.06500 2.13707
31 H 3.14638 3.62441 2.72174
32 Se 3.24818 -2.71137 -4.81470
33 Sb 3.23422 -0.84323 -3.27029
34 Se 0.86398 -1.47964 -2.29433
35 Se 3.35951 1.35087 -4.28964
36 Se 4.75851 -1.04843 -1.31388
37 O -0.15555 2.50129 -2.32318
38 C -1.16841 1.82560 -2.32330
39 O -1.43157 0.80304 -1.58542
40 C -2.33085 2.21227 -3.21843
41 C -2.20848 3.34595 -4.01223
42 C -3.23833 3.76912 -4.85258
43 C -4.37981 3.00363 -4.85525
44 O -5.54299 3.19902 -5.57716
45 C -6.35339 2.06310 -5.30547
46 O -5.75321 1.30933 -4.26754
47 C -4.50218 1.87252 -4.07175
48 C -3.49885 1.44332 -3.24348
49 H -1.26879 3.88134 -3.96310
50 H -3.14544 4.64683 -5.47685
51 H -6.42623 1.44633 -6.21041
52 H -7.34179 2.39964 -4.98047
53 H -3.57299 0.55040 -2.64030

HOMO = -0.91 eV
Energy relative to the best compared isomer or geometry (same formula, charge and spin) = 12.0 kcal/mol
E_tot = -11616.0511 Eh
Net charge = -2
Gap between HOMO and LUMO = 4.468 eV

Table of natural (NBO) atomic charges, one value per atom, all in e: 0.72, -0.35, 0.22, -0.46, 0.31, -0.27, 0.09, 0.01, -0.40, 0.02, 0.02, -0.37, 0.41, 0.23, 0.20, 0.22, 0.31, -1.01, 1.96, -1.09, -1.01, -1.15, 0.23, 0.22, 0.27, 0.26, 0.32, 0.28, 0.23, 0.25, 0.22, -0.85, 1.08, -0.62, -0.84, -0.93, -0.65, 0.79, -0.75, -0.13, -0.17, -0.27, 0.20, -0.50, 0.24, -0.51, 0.26, -0.24, 0.25, 0.22, 0.14, 0.15, 0.25

---

2.
Computed, not measured: a cluster of 2 separate species, C17H19NO in total in a non-equilibrium geometry, with ωB97M-V/def2-TZVPD.

Element x y z (Å)
1 C 3.03878 -0.02815 -0.71590
2 C 2.18630 0.70244 -1.78945
3 C 2.21517 -1.17844 -0.17378
4 C 1.30538 -0.86672 0.83342
5 C 2.28532 -2.46456 -0.66695
6 C 0.56886 -1.84921 1.48589
7 C 1.52348 -3.47194 -0.05657
8 C 0.82363 -3.15536 1.09088
9 O 0.11654 -4.16619 1.74225
10 H 3.91463 -0.42218 -1.22671
11 H 3.25053 0.69004 0.06807
12 H 2.13355 0.00832 -2.62820
13 H 1.18751 0.18242 1.08368
14 H 2.97386 -2.73751 -1.42707
15 H -0.09902 -1.56164 2.28330
16 H 1.63129 -4.49903 -0.37412
17 H -0.26013 -4.79533 1.13015
18 H 2.58972 1.66447 -2.11791
19 H 1.20878 0.93423 -1.36482
20 C -0.22638 3.66727 -0.34867
21 C -1.50965 1.34549 -0.15010
22 C -0.70042 2.41754 0.33394
23 C -1.79339 0.49547 0.93330
24 C -0.52157 2.19278 1.65446
25 C -2.23401 1.26334 -1.34854
26 C -3.13300 0.23013 -1.48565
27 C -3.38903 -0.62399 -0.38414
28 C -2.82530 -0.45225 0.85023
29 N -1.18342 1.03790 2.02604
30 H -2.18578 2.15807 -1.96273
31 H -3.75328 0.03693 -2.32416
32 H -4.21943 -1.31278 -0.50682
33 H 0.80698 3.89369 -0.08710
34 H -0.88926 4.48633 -0.05784
35 H -0.04538 2.78680 2.42016
36 H -1.46466 0.69598 2.92795
37 H -3.09501 -0.94867 1.77436
38 H -0.23220 3.64429 -1.44084

HOMO = -7.93 eV
Energy relative to the best compared isomer or geometry (same formula, charge and spin) = 40.6 kcal/mol
E_tot = -789.1724 Eh
Gap between HOMO and LUMO = 8.766 eV
SMILES = Cc1c[nH]c2ccccc12.CCc1ccc(O)cc1

Table of natural (NBO) atomic charges, one value per atom, all in e: -0.41, -0.60, -0.05, -0.18, -0.19, -0.25, -0.27, 0.28, -0.70, 0.20, 0.21, 0.20, 0.21, 0.21, 0.22, 0.21, 0.48, 0.20, 0.21, -0.63, -0.11, -0.08, 0.15, -0.05, -0.18, -0.24, -0.21, -0.24, -0.54, 0.21, 0.21, 0.21, 0.22, 0.22, 0.21, 0.41, 0.21, 0.22

---

3.
Computed, not measured: a cluster of 2 separate species, C17H19NO in total in a non-equilibrium geometry, with ωB97M-V/def2-TZVPD.

Element x y z (Å)
1 C 1.05728 3.04844 -0.87680
2 C 1.14034 3.34953 -2.38688
3 C 1.70829 1.74050 -0.48410
4 C 1.02361 0.61416 -0.11721
5 C 3.08770 1.53762 -0.68864
6 C 1.66764 -0.70972 -0.12478
7 C 3.73459 0.35043 -0.74865
8 C 2.98259 -0.82196 -0.50424
9 O 3.60377 -1.97901 -0.62950
10 H 1.44742 3.86386 -0.24643
11 H -0.01473 3.00884 -0.65772
12 H 0.46201 2.67826 -2.89283
13 H -0.03985 0.37720 -0.01429
14 H 3.68658 2.38918 -0.97639
15 H 1.06666 -1.47434 0.41173
16 H 4.78009 0.30233 -1.06379
17 H 3.13677 -2.76667 -0.43964
18 H 2.13627 3.21596 -2.84961
19 H 0.90877 4.33711 -2.66683
20 C -3.15032 -2.84432 -0.92785
21 C -1.59483 -0.66424 1.66382
22 C -2.35271 -0.83559 0.42974
23 C -2.65058 -2.24889 0.31265
24 C -2.18149 -2.83922 1.47051
25 C -1.33478 1.63757 1.06789
26 C -1.05134 0.62118 1.94289
27 C -2.10565 1.44940 -0.08400
28 C -2.50608 0.22717 -0.50741
29 N -1.56976 -1.87342 2.36878
30 H -1.02742 2.66548 1.31169
31 H -0.51827 0.73470 2.83257
32 H -2.27707 2.29202 -0.72767
33 H -2.81756 0.12608 -1.51189
34 H -1.66712 -1.82219 3.39143
35 H -2.08762 -3.88649 1.93228
36 H -2.49702 -3.51564 -1.51587
37 H -3.25279 -1.97745 -1.63845
38 H -4.11262 -3.27450 -0.84541

HOMO = -7.97 eV
Energy relative to the best compared isomer or geometry (same formula, charge and spin) = 74.0 kcal/mol
E_tot = -789.1193 Eh
Gap between HOMO and LUMO = 8.723 eV
SMILES = Cc1c[nH]c2ccccc12.CCc1ccc(O)cc1

Table of natural (NBO) atomic charges, one value per atom, all in e: -0.42, -0.60, -0.11, -0.12, -0.17, -0.33, -0.28, 0.31, -0.67, 0.21, 0.21, 0.20, 0.22, 0.20, 0.21, 0.22, 0.49, 0.20, 0.21, -0.63, 0.21, -0.10, -0.09, -0.03, -0.22, -0.25, -0.24, -0.21, -0.59, 0.22, 0.21, 0.21, 0.22, 0.42, 0.22, 0.23, 0.21, 0.22

---

4.
Computed, not measured: a structure of composition C17H20AsBrKN3O2S3, with ωB97M-V/def2-TZVPD.

Element x y z (Å)
1 K 0.96107 0.23637 0.64469
2 C 1.30202 -0.82784 4.64201
3 C 0.89260 0.60233 4.51055
4 N 0.71812 1.19936 3.37091
5 C 0.32147 2.50737 3.53855
6 C 0.20099 2.90066 4.83713
7 S 0.58904 1.60270 5.87866
8 C 0.06795 3.36156 2.37330
9 C -0.55613 4.57256 2.40563
10 S -0.63028 5.22751 0.82933
11 C 0.17552 3.83560 0.21615
12 N 0.48064 2.96148 1.12581
13 C 0.44140 3.63106 -1.23801
14 H 1.76833 -1.15130 3.71339
15 H 0.43568 -1.46209 4.83607
16 H 2.01015 -0.96886 5.45721
17 H -0.06449 3.87437 5.21144
18 H -0.97605 5.08306 3.25532
19 H 0.45411 4.57202 -1.78505
20 H -0.33443 2.99273 -1.66624
21 H 1.40214 3.13481 -1.36790
22 Br -0.10395 -1.70395 -6.28291
23 C 1.33625 -1.55771 -5.05812
24 C 2.63386 -1.45490 -5.53549
25 N 3.67810 -1.33328 -4.72416
26 C 3.45168 -1.30872 -3.41277
27 C 2.18799 -1.43293 -2.84747
28 C 1.10036 -1.55366 -3.69810
29 C 1.99877 -1.38130 -1.34130
30 O 2.88103 -0.78605 -0.68805
31 O 0.94270 -1.89021 -0.87892
32 H 2.82892 -1.45865 -6.60155
33 H 4.31144 -1.19896 -2.76397
34 H 0.10254 -1.61864 -3.28929
35 C -2.05693 -2.79462 -1.81374
36 As -2.49831 -1.55521 -0.40705
37 C -4.38850 -1.71231 -0.04898
38 C -1.62685 -2.25025 1.16140
39 S -1.95896 0.42818 -0.77312
40 H -2.48970 -3.77268 -1.60616
41 H -0.96741 -2.84531 -1.81221
42 H -2.42160 -2.41719 -2.76674
43 H -4.65632 -2.74822 0.15577
44 H -4.93542 -1.34750 -0.91578
45 H -4.62090 -1.08390 0.80825
46 H -2.08606 -3.18755 1.47561
47 H -1.72696 -1.50906 1.95431
48 H -0.57561 -2.41089 0.92158

HOMO = -8.44 eV
Energy relative to the best compared isomer or geometry (same formula, charge and spin) = 0.0 kcal/mol
E_tot = -7578.9484 Eh
Gap between HOMO and LUMO = 8.513 eV

Table of natural (NBO) atomic charges, one value per atom, all in e: 0.92, -0.66, 0.07, -0.47, 0.11, -0.43, 0.44, 0.09, -0.44, 0.45, 0.08, -0.47, -0.66, 0.24, 0.23, 0.23, 0.24, 0.24, 0.23, 0.25, 0.24, 0.04, -0.13, 0.01, -0.41, 0.06, -0.17, -0.17, 0.75, -0.76, -0.82, 0.20, 0.21, 0.24, -0.99, 1.47, -0.97, -1.00, -0.76, 0.23, 0.29, 0.25, 0.23, 0.25, 0.25, 0.23, 0.24, 0.28

---

5.
Computed, not measured: a structure of composition C17H20BF4N8O4Tc in a non-equilibrium geometry, with ωB97M-V/def2-TZVPD.

Element x y z (Å)
1 Tc -0.09895 0.55115 0.21378
2 O -1.95513 0.61970 -3.36964
3 C -1.68233 0.64539 -2.21905
4 O -0.40767 0.60657 -1.70799
5 C -2.69355 0.65404 -1.12740
6 C -4.04430 0.85027 -1.24804
7 C -4.80972 0.84790 -0.08434
8 C -4.21213 0.63245 1.15553
9 C -2.85594 0.43414 1.19183
10 N -2.13151 0.45020 0.06946
11 C -1.99250 0.24001 2.39307
12 O -2.41523 0.17065 3.49931
13 O -0.67429 0.16684 2.04313
14 H -4.46807 1.01683 -2.23077
15 H -5.87760 1.02331 -0.14330
16 H -4.77130 0.62952 2.08347
17 N 3.98840 0.41029 -0.79936
18 C 2.73662 0.03872 -0.91718
19 N 2.03649 0.65566 0.03971
20 C 2.98658 1.42595 0.71442
21 N 4.18082 1.28156 0.23462
22 C 2.62962 2.27390 1.83785
23 C 3.48899 3.14999 2.47172
24 N 3.03732 3.94068 3.44977
25 C 1.74390 3.83075 3.77077
26 C 0.90285 2.91799 3.14285
27 N 1.36339 2.14376 2.16887
28 H 4.76953 0.13665 -1.36908
29 H 2.34461 -0.65696 -1.64989
30 H 4.53556 3.21365 2.19547
31 H 1.36642 4.49043 4.54384
32 H -0.14213 2.81889 3.42104
33 F -0.53326 2.49440 0.13563
34 B 0.08872 4.03090 -0.15820
35 F 1.44264 3.76474 -0.29822
36 F -0.57539 4.34682 -1.31028
37 F -0.28807 4.69836 0.97380
38 C 0.49019 -3.65635 -2.98238
39 C 0.25503 -3.47473 -1.49147
40 C 1.23992 -4.32520 -0.68866
41 C -1.18686 -3.85267 -1.13614
42 N 0.54263 -2.03238 -1.24021
43 N 0.11526 -1.57063 0.04783
44 H 0.37065 -4.70778 -3.24546
45 H 1.50448 -3.34687 -3.25662
46 H -0.22720 -3.07324 -3.57474
47 H 1.09960 -5.38537 -0.91773
48 H 1.10213 -4.20861 0.39543
49 H 2.26862 -4.05263 -0.94311
50 H -1.42351 -4.83445 -1.55337
51 H -1.90079 -3.13492 -1.56380
52 H -1.35440 -3.93141 -0.05507
53 H 0.08682 -1.45396 -1.93278
54 H 0.77937 -1.91972 0.72239
55 H -0.77534 -1.98518 0.29866

HOMO (alpha / beta) = -12.53 / -12.52 eV
Energy relative to the best compared isomer or geometry (same formula, charge and spin) = 0.0 kcal/mol
E_tot = -1903.9981 Eh
Net charge = +1
Gap between HOMO and LUMO (alpha / beta) = 6.870 / 7.265 eV
Multiplicity = 2

Table of natural (NBO) atomic charges, one value per atom, all in e: 1.54, -0.48, 0.76, -0.62, 0.10, -0.16, -0.12, -0.16, 0.09, -0.38, 0.75, -0.49, -0.60, 0.27, 0.25, 0.27, -0.32, 0.25, -0.54, 0.36, -0.22, 0.09, 0.05, -0.34, 0.02, 0.04, -0.38, 0.44, 0.27, 0.23, 0.22, 0.22, -0.54, 1.41, -0.55, -0.53, -0.53, -0.62, 0.10, -0.63, -0.65, -0.48, -0.58, 0.24, 0.22, 0.22, 0.24, 0.20, 0.22, 0.25, 0.21, 0.21, 0.38, 0.40, 0.38

---

> Which formula does entry 5 have?

C17H20BF4N8O4Tc

---

> Which value of E_tot does entry 4 give?

-7578.9484 Eh

---

> Among the records above, which one has the highest E_tot?

number 3